[1]
Below is C29H33As2KN6O5S2 as an isolated structure, with properties calculated with wB97M-V/def2-TZVPD.

```
78
Properties=species:S:1:pos:R:3:mulliken_charge:R:1
K -0.524 -1.930 -0.108 0.768
N -3.892 -2.062 -0.185 -0.029
C -4.494 -0.862 -0.176 -0.233
S -5.966 -0.650 -1.013 -0.452
N -3.988 0.188 0.508 -0.647
N -2.664 0.160 0.701 0.605
C -2.212 1.073 1.518 -0.397
C -3.140 1.973 2.286 -0.479
C -4.115 2.746 1.656 -0.056
C -4.931 3.598 2.384 -1.095
C -4.804 3.682 3.766 -0.353
C -3.858 2.899 4.409 -0.744
C -3.037 2.053 3.673 0.009
C -0.766 1.317 1.687 0.643
C -0.319 2.531 2.249 -0.777
C 1.031 2.760 2.420 -0.602
C 1.942 1.787 2.034 -1.077
C 1.429 0.638 1.459 -0.618
N 0.133 0.406 1.278 0.500
H -4.312 -2.812 -0.704 0.204
H -3.165 -2.372 0.447 0.107
H -4.263 2.627 0.591 0.991
H -5.689 4.181 1.874 0.410
H -5.452 4.339 4.334 0.359
H -3.759 2.936 5.488 0.372
H -2.299 1.440 4.178 0.490
H -1.034 3.288 2.535 0.443
H 1.368 3.697 2.848 0.389
H 3.010 1.911 2.155 0.461
H 2.098 -0.150 1.123 0.675
O 0.005 -4.275 1.390 -0.640
S -0.799 -4.840 0.245 1.002
O -0.651 -6.293 0.172 -0.735
O -2.210 -4.398 0.425 -0.736
O -0.281 -4.186 -1.009 -0.700
C 2.882 -3.288 2.491 -1.343
As 2.359 -3.044 0.619 1.189
C 2.787 -4.806 -0.095 -1.174
C 4.031 -2.148 -0.030 -0.069
C 5.298 -2.498 0.443 -0.365
C 6.451 -1.893 -0.035 -0.720
C 6.355 -0.914 -1.017 -0.695
C 5.105 -0.555 -1.499 -0.589
C 3.938 -1.154 -1.016 -0.380
As 2.185 -0.580 -1.751 1.283
C 2.599 1.348 -1.914 -1.575
C 2.539 -1.089 -3.612 -1.351
H 3.714 -3.985 2.612 0.386
H 1.995 -3.690 2.979 0.363
H 3.147 -2.324 2.927 0.349
H 3.711 -5.184 0.347 0.421
H 2.905 -4.715 -1.174 0.265
H 1.938 -5.452 0.121 0.391
H 5.382 -3.266 1.206 0.231
H 7.421 -2.185 0.352 0.363
H 7.247 -0.435 -1.404 0.370
H 5.037 0.210 -2.265 0.314
H 2.955 1.596 -2.916 0.437
H 3.356 1.629 -1.183 0.510
H 1.691 1.910 -1.708 0.323
H 3.551 -0.820 -3.916 0.405
H 1.807 -0.565 -4.226 0.341
H 2.395 -2.163 -3.722 0.337
N -2.943 4.404 -1.485 -0.359
C -2.072 4.017 -2.465 0.151
O -1.396 4.822 -3.084 -0.672
C -2.020 2.545 -2.705 0.481
C -3.129 1.719 -2.563 -0.218
C -2.963 0.360 -2.742 -0.514
C -1.686 -0.122 -2.985 -0.590
N -0.609 0.652 -3.136 -0.215
C -0.799 1.965 -3.027 -0.788
H -2.892 5.367 -1.199 0.244
H -3.262 3.731 -0.807 0.216
H -4.107 2.111 -2.307 0.475
H -3.799 -0.313 -2.596 0.472
H -1.562 -1.201 -2.985 0.617
H 0.067 2.605 -3.163 0.627
```

* energy: -7697.622828 a.u.
* net charge: -2
* LUMO level: 3.89 eV
* orbital gap: 6.187 eV

[2]
Below is C29H33AsAuN5O7S as an isolated structure, with properties calculated with wB97M-V/def2-TZVPD.

```
77
Properties=species:S:1:pos:R:3:mulliken_spin:R:1
Au -0.323 -0.553 -0.384 0.600
O -2.752 2.138 -2.162 0.003
As -1.011 1.838 -2.442 0.001
O -0.448 3.178 -3.153 0.004
O -0.528 1.429 -0.856 0.075
C -1.241 0.217 -3.529 0.007
C -2.488 0.043 -4.124 0.002
C -2.748 -1.064 -4.923 -0.001
C -1.765 -2.013 -5.146 0.001
C -0.510 -1.846 -4.579 -0.001
C -0.257 -0.741 -3.780 -0.016
S 1.363 -0.587 -3.074 0.010
O 2.290 -1.332 -3.881 0.020
O 1.586 0.817 -2.891 -0.002
O 1.193 -1.310 -1.748 0.152
H -2.866 3.072 -2.384 0.000
H -3.261 0.777 -3.950 0.000
H -3.725 -1.174 -5.377 0.000
H -1.961 -2.875 -5.772 0.000
H 0.285 -2.557 -4.761 0.000
C 1.412 -3.429 0.654 -0.003
C 0.104 -3.583 -0.031 -0.009
N -0.728 -2.604 -0.327 0.076
C -1.801 -3.147 -1.002 -0.005
C -1.618 -4.482 -1.099 0.002
N -0.410 -4.748 -0.489 0.000
C 0.271 -6.031 -0.543 0.001
N 0.432 -6.475 -1.893 0.000
N -0.232 -7.593 -2.293 0.000
N -0.026 -7.787 -3.532 0.000
C 0.779 -6.770 -4.008 0.000
C 1.263 -6.531 -5.297 0.000
C 2.028 -5.404 -5.475 0.000
C 2.308 -4.522 -4.409 0.001
C 1.839 -4.747 -3.134 -0.003
C 1.075 -5.905 -2.956 0.000
H 1.582 -2.372 0.845 0.000
H 2.234 -3.788 0.032 0.001
H 1.431 -3.965 1.604 0.001
H -2.601 -2.535 -1.381 0.003
H -2.197 -5.256 -1.573 0.001
H -0.312 -6.803 -0.043 0.000
H 1.232 -5.915 -0.045 0.000
H 1.031 -7.206 -6.109 0.000
H 2.419 -5.171 -6.457 0.000
H 2.881 -3.626 -4.596 -0.001
H 2.034 -4.031 -2.345 0.001
C 1.423 0.251 3.621 0.019
C 0.252 -0.422 4.343 0.003
C 0.187 -1.922 4.036 0.025
C -1.065 0.265 4.078 0.188
C -1.791 0.818 5.097 -0.058
C -3.021 1.444 4.853 0.239
C -3.539 1.545 3.560 -0.090
C -2.858 1.038 2.480 0.087
C -3.390 1.105 1.076 0.012
C -4.129 -0.198 0.739 0.031
C -4.291 2.313 0.839 0.009
C -1.597 0.351 2.723 0.185
O -0.968 -0.212 1.795 0.435
H 2.363 -0.193 3.953 0.001
H 1.461 1.319 3.839 -0.004
H 1.347 0.128 2.542 -0.006
H 0.427 -0.318 5.418 0.000
H 0.028 -2.090 2.971 -0.010
H -0.624 -2.402 4.585 -0.007
H 1.124 -2.399 4.329 0.001
H -1.412 0.765 6.111 0.007
H -3.577 1.863 5.682 0.003
H -4.484 2.048 3.408 0.007
H -2.537 1.185 0.400 0.009
H -4.985 -0.342 1.402 -0.004
H -3.473 -1.066 0.833 -0.006
H -4.494 -0.150 -0.289 0.002
H -5.271 2.186 1.307 0.001
H -4.442 2.430 -0.232 0.001
H -3.841 3.230 1.221 -0.001
```

* energy: -4694.926302 a.u.
* net charge: 0
* multiplicity: 3
* LUMO level (spin up / spin down): 0.15 / -2.58 eV
* orbital gap (spin up / spin down): 9.099 / 6.620 eV

[3]
Below is a 13-piece molecular cluster, C29H33BCl37NO6 overall in a non-equilibrium geometry, with properties calculated with wB97M-V/def2-TZVPD.

```
107
Properties=species:S:1:pos:R:3:mulliken_charge:R:1
O -2.893 -2.464 -1.571 -0.548
C -2.254 -1.479 -1.821 -0.091
O -0.946 -1.478 -2.099 0.125
C -0.540 -2.389 -3.170 -0.176
C 0.526 -1.697 -4.003 -1.134
C 1.600 -2.639 -4.572 -0.527
C 2.887 -2.680 -3.742 -0.353
N 3.115 -3.962 -3.061 0.063
C 1.948 -4.494 -2.366 -0.663
O 1.269 -5.378 -2.773 -0.519
C 1.935 -3.833 -1.032 0.970
C 0.913 -3.586 -0.128 -0.839
C 1.251 -2.906 1.035 -0.688
C 2.571 -2.508 1.331 1.890
C 2.820 -1.740 2.612 -1.180
B 1.835 -0.496 2.719 0.703
O 2.145 0.716 2.170 -0.428
O 0.617 -0.557 3.346 -0.523
C 3.612 -2.792 0.421 0.300
C 5.061 -2.435 0.667 -0.812
C 5.714 -3.256 1.794 -0.701
C 5.354 -4.740 1.767 -0.349
Cl 4.140 -5.191 2.994 -0.204
C 3.242 -3.436 -0.767 0.091
C 4.056 -3.848 -1.959 -0.474
O 5.204 -4.156 -2.013 -0.550
H -2.710 -0.483 -1.849 0.524
H -1.426 -2.629 -3.743 0.297
H -0.202 -3.327 -2.738 -0.065
H 0.965 -0.894 -3.413 0.450
H 0.027 -1.219 -4.848 0.442
H 1.861 -2.244 -5.547 0.328
H 1.209 -3.638 -4.763 0.472
H 2.859 -1.837 -3.037 0.265
H 3.746 -2.506 -4.386 0.421
H -0.105 -3.885 -0.336 0.812
H 0.451 -2.671 1.726 0.258
H 3.840 -1.360 2.630 0.195
H 2.682 -2.415 3.458 0.225
H 2.889 0.627 1.561 0.051
H 0.452 -1.455 3.649 0.248
H 5.634 -2.601 -0.239 0.550
H 5.093 -1.379 0.947 -0.240
H 5.433 -2.855 2.766 0.280
H 6.795 -3.174 1.695 0.558
H 6.230 -5.336 2.007 0.413
H 5.008 -5.072 0.793 0.147
C 6.123 1.944 2.024 0.092
Cl 7.084 3.372 1.672 -0.122
Cl 4.916 1.680 0.755 -0.127
Cl 7.139 0.517 2.218 -0.108
H 5.592 2.108 2.952 0.267
C -4.766 -3.833 0.123 1.073
Cl -3.699 -4.856 1.087 -0.156
Cl -5.651 -4.794 -1.064 -0.131
Cl -5.878 -2.932 1.158 -0.159
H -4.152 -3.123 -0.414 -0.547
C -1.160 1.202 1.249 0.603
Cl -0.851 1.418 -0.476 -0.153
Cl -2.019 2.601 1.908 -0.041
Cl -2.083 -0.277 1.534 -0.119
H -0.208 1.113 1.756 -0.356
C 3.936 -0.352 -8.136 -0.072
Cl 5.067 -1.458 -8.906 -0.124
Cl 2.362 -0.400 -8.935 -0.104
Cl 3.778 -0.709 -6.415 -0.074
H 4.323 0.653 -8.235 0.350
C -5.289 4.995 3.398 -0.003
Cl -5.606 6.449 2.460 -0.061
Cl -3.550 4.787 3.637 -0.111
Cl -6.133 5.025 4.943 -0.113
H -5.648 4.145 2.833 0.257
C -0.782 3.095 5.675 0.660
Cl 0.129 4.525 6.185 -0.116
Cl 0.297 1.796 5.181 -0.080
Cl -1.876 2.575 6.954 -0.068
H -1.378 3.370 4.816 -0.356
C 2.453 7.207 7.690 0.423
Cl 2.195 8.665 6.733 -0.121
Cl 4.166 6.984 8.048 -0.128
Cl 1.500 7.249 9.173 -0.119
H 2.124 6.360 7.104 -0.051
C -4.335 7.541 -1.606 0.028
Cl -3.396 6.399 -0.649 -0.079
Cl -5.103 6.738 -2.975 -0.124
Cl -5.548 8.358 -0.613 -0.128
H -3.660 8.293 -1.991 0.303
C -3.932 3.668 10.352 0.096
Cl -4.989 4.811 9.526 -0.111
Cl -4.495 3.358 11.993 -0.127
Cl -3.799 2.165 9.438 -0.130
H -2.946 4.108 10.412 0.264
C -3.479 -5.119 -3.960 0.639
Cl -5.056 -5.385 -4.699 -0.141
Cl -2.919 -6.559 -3.116 -0.110
Cl -2.292 -4.599 -5.164 -0.046
H -3.582 -4.324 -3.231 -0.342
C -8.910 7.564 -2.429 0.588
Cl -8.825 7.680 -4.187 -0.126
Cl -9.662 9.000 -1.736 -0.128
Cl -9.765 6.103 -1.934 -0.128
H -7.897 7.503 -2.052 -0.202
C -0.691 -2.834 -8.843 0.366
Cl 0.242 -3.924 -7.820 -0.103
Cl -1.339 -3.680 -10.245 -0.124
Cl -1.981 -2.058 -7.920 -0.114
H -0.025 -2.060 -9.197 -0.041
```

* energy: -18683.057839 a.u.
* net charge: 0
* LUMO level: -0.31 eV
* orbital gap: 9.331 eV

- Among the records above, which one has the lowest energy?
  C29H33BCl37NO6